1.
ORCA calculation (the ωB97M-V functional and the def2-TZVPD basis) on C14H14N5S2SeV as an isolated structure.

Output
Total charge ... +3
Highest occupied orbital energy (spin up / spin down) ... -18.22 / -18.21 eV
Max |F| ... 0.013 hartree/bohr
Lowest unoccupied orbital energy (spin up / spin down) ... -13.3 / -11.7 eV
Molecular weight ... 446.3 u
Multiplicity ... 2
Energy above the lowest of the compared OMol25 structures with the same formula, charge and spin ... 10.3 kcal/mol
Expectation value of S² ... 0.901

Geometry (Å):
H  1.225  -1.255  -2.767
S  4.529  -1.080  -1.313
C  -0.426  2.621  0.367
H  -1.381  0.881  2.756
C  -2.729  0.230  -2.560
C  -0.764  0.496  3.559
C  -2.110  -0.540  0.010
C  -3.747  -0.361  -1.740
C  4.411  -0.679  0.346
H  -2.952  0.536  -3.574
C  0.667  0.381  3.168
C  2.537  0.000  1.932
H  -0.704  0.852  -2.669
C  2.223  -0.829  -2.885
C  2.901  -0.734  -1.562
N  -4.965  -0.532  -2.186
Se  1.089  2.651  -0.669
N  1.157  0.285  1.917
H  5.267  -0.755  0.997
S  1.858  0.212  4.346
H  -1.804  -0.826  1.011
C  3.070  -0.058  3.167
H  2.153  0.159  -3.348
H  -0.877  1.159  4.417
H  -5.691  -0.943  -1.611
H  -4.092  -1.207  0.254
H  -5.233  -0.261  -3.123
N  -1.318  2.303  1.032
H  2.780  -1.468  -3.568
V  0.526  0.510  0.035
H  -1.121  -0.491  3.862
H  4.087  -0.271  3.456
N  2.284  -0.350  -0.442
C  -3.373  -0.751  -0.412
N  -1.134  0.030  -0.782
C  -1.486  0.406  -2.069
C  3.143  -0.319  0.651

Results of the Mulliken charge analysis, in e, for atoms 1 through 6: 0.303 0.007 0.455 0.338 -0.800 -1.241

***

2.
ORCA calculation (the ωB97M-V functional and the def2-TZVPD basis) on one molecule with the formula C3H5NO3 at a distorted geometry.

Output
Highest occupied orbital energy ... -9.96 eV
Max |F| ... 0.074 hartree/bohr
Structure (SMILES) ... O=CCNC(=O)O
Lowest unoccupied orbital energy ... 0.6 eV
Molecular weight ... 103.1 u
Energy above the lowest of the compared OMol25 structures with the same formula, charge and spin ... 36.1 kcal/mol

Geometry (Å):
C  -0.498  1.319  0.646
H  0.366  -2.129  0.550
H  -0.659  -0.603  -1.799
C  0.201  -1.105  -1.216
H  0.657  2.735  0.088
H  -1.390  -0.464  1.251
O  0.800  -1.920  -1.876
H  1.440  -0.687  0.419
N  -0.533  -0.020  0.791
O  -1.260  2.084  1.125
O  0.502  1.794  -0.228
C  0.374  -1.006  0.247

Results of the Mulliken charge analysis, in e, for atoms 1 through 6: 0.541 0.313 0.296 0.035 0.330 0.275